{
  "formula": "C2H7IN2",
  "method": "the ωB97M-V functional and the def2-TZVPD basis",
  "species": ["C", "C", "N", "N", "I", "H", "H", "H", "H", "H", "H", "H"],
  "xyz": [[-0.11412, -1.01614, -1.24738], [-0.89576, -0.10937, -0.30247], [1.72723, 1.15740, 0.84720], [-0.20464, -0.02309, 0.99337], [-1.19587, 0.77729, 2.53069], [-0.35854, -0.79805, -2.33280], [1.02784, -1.13238, -1.05155], [-0.26855, -2.12565, -1.19977], [-1.17245, 0.89578, -0.79750], [-1.91981, -0.53804, 0.00088], [1.26911, 1.99379, 0.79960], [2.10555, 0.91847, 1.75973]],
  "spin_multiplicity": 1,
  "relative_energy_kcal_mol": 85.6,
  "total_energy_ha": -487.4119
}



{
  "formula": "CH2O4",
  "method": "the ωB97M-V functional and the def2-TZVPD basis",
  "species": ["O", "C", "O", "O", "O", "H", "H"],
  "xyz": [[1.02979, 0.77563, 0.59395], [0.25681, 0.00303, -0.14620], [-1.23380, 0.41974, 0.27783], [0.42730, -1.25451, -0.45497], [0.47798, -0.22417, -1.47967], [0.85162, 0.52927, 1.45141], [-1.80970, -0.24899, -0.24235]],
  "spin_multiplicity": 1,
  "relative_energy_kcal_mol": 46.6,
  "total_energy_ha": -340.1193,
  "smiles": "OC1(O)OO1"
}



{
  "formula": "C47H62FLuN8",
  "method": "the ωB97M-V functional and the def2-TZVPD basis",
  "species": ["Lu", "C", "C", "C", "C", "C", "C", "C", "N", "C", "C", "C", "C", "C", "C", "C", "C", "C", "C", "N", "C", "C", "C", "N", "C", "C", "C", "C", "C", "C", "C", "C", "C", "C", "C", "C", "C", "C", "N", "C", "C", "H", "H", "H", "H", "H", "H", "H", "H", "H", "H", "H", "H", "H", "H", "H", "H", "H", "H", "H", "H", "H", "H", "H", "H", "H", "H", "H", "H", "H", "H", "H", "H", "H", "H", "H", "H", "H", "H", "H", "H", "H", "H", "H", "H", "C", "C", "N", "C", "C", "C", "C", "C", "C", "C", "N", "C", "C", "N", "N", "H", "H", "H", "H", "H", "H", "H", "H", "H", "H", "H", "H", "H", "H", "H", "H", "H", "H", "F"],
  "xyz": [[-0.56846, 0.13598, 0.05502], [2.43181, -5.32518, 2.42303], [1.05953, -5.34458, 1.74675], [0.88466, -4.20120, 0.79662], [1.10229, -4.17499, -0.54614], [1.55762, -5.29008, -1.43485], [3.06428, -5.25233, -1.69915], [0.90402, -2.80090, -0.96487], [0.57109, -2.01580, 0.09765], [0.58332, -2.83779, 1.18399], [0.37546, -2.41476, 2.49606], [0.34667, -1.09438, 2.92075], [0.15384, -0.65665, 4.29135], [-0.07634, -1.55326, 5.46739], [1.22952, -2.14094, 6.00576], [0.30539, 0.69590, 4.28275], [0.57262, 1.06747, 2.90565], [0.79926, 2.36854, 2.47322], [0.95630, 2.80688, 1.16949], [0.88543, 2.02285, 0.06000], [1.04812, 2.85927, -0.99725], [1.08442, 2.44810, -2.32314], [1.04424, 1.12513, -2.75797], [0.78432, 0.05119, -1.96176], [1.04305, -1.04779, -2.73179], [1.06867, -2.35963, -2.27491], [1.39781, -0.65483, -4.08345], [1.37906, 0.70387, -4.10372], [1.76647, 1.61594, -5.22610], [3.23336, 2.04021, -5.14173], [1.70440, -1.59190, -5.20819], [0.44356, -2.15104, -5.86785], [1.22755, 4.23337, -0.54925], [1.17829, 4.19878, 0.80578], [1.39791, 5.31305, 1.77747], [2.81904, 5.30657, 2.34486], [1.49596, 5.40254, -1.44245], [2.95731, 5.48715, -1.88716], [0.57522, -0.02606, 2.10185], [0.15400, 1.65246, 5.42141], [-1.24386, 2.27175, 5.46655], [2.54137, -6.14552, 3.13440], [2.58668, -4.38662, 2.95812], [3.22891, -5.40734, 1.68269], [0.27671, -5.32002, 2.51047], [0.92228, -6.28837, 1.21389], [1.01913, -5.25544, -2.38651], [1.28940, -6.24716, -0.98116], [3.35869, -4.30260, -2.14896], [3.37351, -6.05701, -2.36832], [3.62250, -5.35074, -0.76690], [0.29126, -3.18132, 3.25824], [-0.76358, -2.36022, 5.19715], [-0.58011, -0.98992, 6.25665], [1.75617, -2.69777, 5.22833], [1.05729, -2.81479, 6.84663], [1.89754, -1.34421, 6.33739], [0.81995, 3.13219, 3.24133], [1.26045, 3.20988, -3.07346], [1.31576, -3.11805, -3.00814], [1.12331, 2.50041, -5.23101], [1.58068, 1.11431, -6.17903], [3.43889, 2.54006, -4.19362], [3.50618, 2.71936, -5.95109], [3.88775, 1.16818, -5.19404], [2.32291, -2.41697, -4.84423], [2.31515, -1.08082, -5.95641], [-0.16635, -2.69378, -5.14191], [0.68467, -2.83618, -6.68219], [-0.17110, -1.34485, -6.27322], [0.67442, 5.24159, 2.59421], [1.19787, 6.27088, 1.29171], [3.03018, 4.36029, 2.84540], [2.97138, 6.11398, 3.06308], [3.55432, 5.41974, 1.54634], [1.22141, 6.32324, -0.92242], [0.84815, 5.35701, -2.32289], [3.61628, 5.60475, -1.02520], [3.12348, 6.33199, -2.55761], [3.26322, 4.57612, -2.40490], [0.90323, 2.44475, 5.34021], [0.37027, 1.14240, 6.36356], [-1.48796, 2.74151, 4.51211], [-1.32237, 3.02130, 6.25568], [-1.99786, 1.50319, 5.64893], [-2.91407, -0.83188, -2.50485], [-2.34082, 0.48538, -2.98283], [-2.03531, 1.38812, -1.86958], [-3.15286, 2.22796, -1.44086], [-3.99481, 1.66754, -0.31522], [-5.04300, 2.40952, 0.21789], [-5.64409, 1.95242, 1.37813], [-5.14542, 0.81640, 1.99834], [-4.09929, 0.14379, 1.38615], [-3.35697, -0.98131, 2.07725], [-2.46654, -1.66234, 1.15009], [-3.21532, -2.45470, 0.17312], [-2.38994, -2.74387, -1.05500], [-1.92307, -1.50866, -1.67926], [-3.60710, 0.52216, 0.21377], [-3.20597, -1.43817, -3.37500], [-3.81206, -0.65962, -1.91232], [-3.02905, 0.95593, -3.69781], [-1.40423, 0.29501, -3.51489], [-1.28519, 2.00430, -2.16474], [-3.79627, 2.49310, -2.29180], [-2.72943, 3.15901, -1.05776], [-5.35614, 3.33513, -0.24893], [-6.46733, 2.49941, 1.82026], [-5.53895, 0.47078, 2.94599], [-4.07509, -1.66025, 2.56002], [-2.74692, -0.52970, 2.86558], [-1.83283, -2.26346, 1.66590], [-4.10565, -1.89077, -0.10533], [-3.57038, -3.39646, 0.61282], [-2.98587, -3.35383, -1.74987], [-1.51217, -3.33157, -0.78166], [-1.12368, -1.72991, -2.26360], [-1.55345, 1.54024, 1.14098]],
  "spin_multiplicity": 1,
  "total_energy_ha": -3601.8878
}



{
  "formula": "N2O3S",
  "method": "the ωB97M-V functional and the def2-TZVPD basis",
  "species": ["N", "N", "O", "O", "O", "S"],
  "xyz": [[2.20370, -1.55522, -0.20449], [1.58603, -0.67177, -0.28919], [0.91795, 0.28253, -0.35276], [-0.94899, 2.17875, 0.28835], [-2.50002, 0.51757, 1.29393], [-1.57376, 0.87700, 0.26450]],
  "spin_multiplicity": 1,
  "relative_energy_kcal_mol": 44.1,
  "total_energy_ha": -733.3477
}



{
  "formula": "C7H10ClP",
  "method": "the ωB97M-V functional and the def2-TZVPD basis",
  "species": ["C", "C", "C", "C", "C", "C", "C", "P", "Cl", "H", "H", "H", "H", "H", "H", "H", "H", "H", "H"],
  "xyz": [[-0.93324, -0.81468, -0.78890], [-0.24884, 1.50462, -0.14223], [0.42172, -0.71170, -0.63061], [0.77015, 0.67248, -0.21078], [1.39452, -1.81361, -0.69796], [2.09172, 0.96420, 0.37888], [-2.83511, 0.67958, 0.60918], [-1.74170, 0.77875, -0.85687], [-3.92878, -0.65749, 0.59488], [-1.68175, -1.62321, -0.97729], [-0.05807, 2.51363, 0.06690], [2.35974, -1.33582, -0.62022], [1.23721, -2.50049, -1.52417], [1.26786, -2.66380, 0.00142], [2.64972, 0.07509, 0.20454], [1.87128, 0.99717, 1.49456], [2.53903, 1.90615, 0.07748], [-1.71740, 0.46520, 2.16680], [-3.45807, 1.56391, 0.85438]],
  "spin_multiplicity": 1,
  "relative_energy_kcal_mol": 69.3,
  "total_energy_ha": -1074.0891
}



{
  "formula": "C3H9HfNO2",
  "method": "the ωB97M-V functional and the def2-TZVPD basis",
  "species": ["Hf", "C", "H", "H", "H", "H", "H", "N", "C", "C", "O", "O", "H", "H", "H", "H"],
  "xyz": [[-0.09818, 0.11179, -0.93913], [0.35899, -0.19766, -3.05656], [1.36137, -0.26361, -3.46754], [-0.20196, -1.08462, -3.38372], [-0.11963, 0.68567, -3.51610], [-1.77786, -0.20174, -0.44471], [-1.68035, 0.70519, -0.36200], [0.48794, 1.05100, 1.01175], [0.15049, 0.13992, 2.14194], [-0.00084, -1.28436, 1.63333], [-0.23126, -2.20766, 2.36131], [0.12283, -1.41611, 0.24053], [1.45727, 1.34182, 1.11494], [-0.00366, 1.93397, 1.13240], [0.93689, 0.19184, 2.90171], [-0.76202, 0.49456, 2.63185]],
  "spin_multiplicity": 1,
  "total_charge": 2,
  "relative_energy_kcal_mol": 48.9,
  "total_energy_ha": -372.1516
}



{
  "formula": "C30H50BrN3P2PdS",
  "method": "the ωB97M-V functional and the def2-TZVPD basis",
  "species": ["C", "C", "C", "C", "N", "C", "C", "C", "C", "C", "C", "C", "C", "C", "Pd", "P", "H", "H", "H", "H", "H", "H", "H", "H", "C", "C", "H", "H", "H", "H", "H", "C", "C", "H", "H", "H", "H", "H", "C", "C", "H", "H", "H", "H", "H", "Br", "P", "C", "C", "H", "H", "H", "H", "H", "C", "C", "H", "H", "H", "H", "H", "C", "C", "H", "H", "H", "H", "H", "C", "N", "C", "C", "S", "N", "C", "C", "H", "H", "H", "H", "H", "H", "H", "H", "H", "H", "H", "H"],
  "xyz": [[-1.11121, -4.42575, -2.94579], [0.15715, -4.68199, -2.37716], [1.32784, -4.56758, -3.15482], [1.16861, -4.19987, -4.49820], [-0.03074, -3.96729, -5.01790], [-1.14268, -4.05709, -4.29850], [0.28254, -4.79242, -0.95297], [0.21957, -4.64843, 0.27349], [0.35541, -3.74131, 1.37515], [0.58523, -2.44406, 0.89964], [0.61875, -1.36218, 1.78125], [0.24694, -1.54873, 3.10197], [0.16976, -2.84063, 3.62427], [0.17951, -3.96390, 2.76290], [-0.26656, 0.52569, 1.00675], [-0.26214, 0.77545, -1.40086], [2.30628, -4.72979, -2.69357], [-2.01246, -4.48322, -2.32253], [2.04037, -4.10321, -5.14353], [-2.09960, -3.84379, -4.77797], [0.06881, -4.99835, 3.12623], [0.60507, -2.23953, -0.16957], [0.09059, -2.97562, 4.70041], [1.18555, -0.38199, 1.54027], [-0.21708, 2.54092, -1.97101], [0.33571, 2.79841, -3.37956], [0.38839, 3.06887, -1.21550], [-1.24165, 2.93971, -1.88314], [0.35191, 3.87501, -3.60154], [1.36474, 2.43478, -3.49398], [-0.28759, 2.33773, -4.15699], [1.18891, -0.06764, -2.21046], [1.05655, -0.45389, -3.68923], [1.35533, -0.96879, -1.60029], [2.06384, 0.58596, -2.06920], [1.97977, -0.94416, -4.02738], [0.24558, -1.17297, -3.86894], [0.90772, 0.42340, -4.33396], [-1.64893, -0.09948, -2.26587], [-2.17045, 0.55691, -3.54803], [-2.44004, -0.22142, -1.50981], [-1.30030, -1.12272, -2.48848], [-3.05794, 0.02739, -3.92257], [-2.45757, 1.60482, -3.39511], [-1.42664, 0.51077, -4.35523], [0.09125, 0.10760, 4.08539], [2.37914, 1.31194, 1.10124], [3.17934, 2.16408, -0.27515], [4.34663, 3.05165, 0.15077], [2.40103, 2.75992, -0.77777], [3.52505, 1.40655, -0.99733], [4.74411, 3.57490, -0.72840], [4.03320, 3.80135, 0.88560], [5.16393, 2.46169, 0.58490], [2.45707, 2.24488, 2.66241], [3.68883, 2.03852, 3.53306], [1.56422, 1.94011, 3.23394], [2.32445, 3.30421, 2.39662], [3.64661, 2.72024, 4.39223], [3.75185, 1.02158, 3.93607], [4.61968, 2.24743, 2.99534], [3.33078, -0.26582, 1.28350], [4.83507, -0.23942, 1.09618], [2.90168, -0.96029, 0.54440], [3.08342, -0.68541, 2.26819], [5.22107, -1.25515, 1.25105], [5.11915, 0.07119, 0.08653], [5.32150, 0.41797, 1.82130], [-3.14878, -0.32793, 3.87845], [-3.88506, 0.65225, 3.11023], [-5.26157, 0.87596, 3.53806], [-3.52280, 0.82538, 1.81117], [-2.47161, -0.31701, 1.08516], [-4.08195, 1.83677, 1.11393], [-4.42657, 3.08568, 1.78878], [-3.88168, 1.93729, -0.32642], [-3.53118, -0.32912, 4.89949], [-2.09589, -0.01079, 3.89402], [-3.20145, -1.33314, 3.43825], [-5.36502, 1.86496, 3.99391], [-5.96828, 0.75654, 2.71120], [-5.48536, 0.12778, 4.30193], [-4.10053, 3.91957, 1.15807], [-5.51223, 3.17692, 1.91493], [-3.93850, 3.15918, 2.76712], [-2.84624, 2.22768, -0.56342], [-4.10976, 0.97467, -0.79025], [-4.56745, 2.69964, -0.70738]],
  "spin_multiplicity": 1,
  "total_energy_ha": -5119.9954
}



{
  "formula": "C3H6O",
  "method": "the ωB97M-V functional and the def2-TZVPD basis",
  "species": ["C", "C", "C", "O", "H", "H", "H", "H", "H", "H"],
  "xyz": [[-1.08998, -0.44940, -0.09029], [0.36591, -0.12713, -0.45809], [1.05424, 0.74934, 0.57463], [0.56578, 1.08811, 1.61755], [-1.14904, -0.96606, 0.84707], [-1.70776, 0.45117, -0.03117], [-1.56257, -1.07972, -0.85448], [0.48915, 0.34597, -1.47097], [0.92348, -1.08418, -0.50332], [2.11079, 1.07191, 0.36908]],
  "spin_multiplicity": 1,
  "relative_energy_kcal_mol": 8.3,
  "total_energy_ha": -193.1299,
  "smiles": "CCC=O"
}



{
  "formula": "C17H35F6O13SV",
  "method": "the ωB97M-V functional and the def2-TZVPD basis",
  "species": ["O", "V", "O", "C", "F", "F", "F", "S", "O", "O", "O", "C", "O", "C", "C", "O", "C", "H", "H", "H", "H", "H", "H", "H", "H", "H", "H", "C", "O", "C", "C", "O", "C", "H", "H", "H", "H", "H", "H", "H", "H", "H", "H", "C", "O", "C", "C", "O", "C", "H", "H", "H", "H", "H", "H", "H", "H", "H", "H", "C", "C", "O", "C", "O", "C", "F", "F", "F", "H", "H", "H", "H", "H"],
  "xyz": [[1.01425, -0.12650, -0.04986], [2.33436, -0.99479, -0.27028], [2.85129, -1.73341, 1.00632], [6.26836, 2.58444, 2.05728], [5.29861, 2.98631, 2.84720], [7.24702, 3.40801, 2.21132], [6.69383, 1.34008, 2.40677], [5.69747, 2.56909, 0.22872], [6.88283, 2.20709, -0.52373], [4.62052, 1.55354, 0.20602], [5.24657, 3.93464, -0.02984], [-8.87425, -1.88577, -1.87190], [-8.01794, -1.78217, -0.74108], [-7.18832, -0.62002, -0.73237], [-6.65159, -0.41008, 0.65263], [-5.64511, 0.57207, 0.75771], [-4.40350, -0.04302, 1.22516], [-9.64380, -2.59357, -1.56383], [-8.39075, -2.38778, -2.70994], [-9.28669, -0.94442, -2.23500], [-7.74747, 0.24243, -1.09516], [-6.41724, -0.70240, -1.49838], [-6.36604, -1.36704, 1.08943], [-7.43735, -0.02277, 1.30122], [-4.39099, -0.49381, 2.21750], [-3.79308, 0.84451, 1.39181], [-3.94724, -0.66843, 0.45785], [1.37061, -4.85694, -1.79222], [0.78928, -3.66762, -1.23838], [-0.62836, -3.72050, -1.18643], [-1.04200, -4.18680, 0.22666], [-0.37638, -3.36444, 1.20320], [-0.32488, -3.85536, 2.48186], [1.18818, -4.94538, -2.86320], [0.89585, -5.75047, -1.38687], [2.45904, -4.82170, -1.83876], [-1.13123, -4.22540, -2.01123], [-0.93006, -2.67653, -1.27129], [-0.70199, -5.21517, 0.34905], [-2.12855, -4.19815, 0.31260], [-1.32067, -4.23939, 2.70325], [-0.00033, -3.10388, 3.20163], [0.33655, -4.71005, 2.62371], [2.60048, 1.08897, -3.72447], [2.76447, -0.25809, -3.33458], [3.64878, -0.87036, -4.26752], [4.97173, -0.99338, -3.59197], [4.80253, -1.69668, -2.38015], [6.05220, -2.15253, -1.82824], [1.96755, 1.63481, -3.02480], [2.11288, 1.04062, -4.69812], [3.56064, 1.59993, -3.79621], [3.75850, -0.41955, -5.25385], [3.27416, -1.86857, -4.49402], [5.42455, -0.00809, -3.48120], [5.74845, -1.47119, -4.18905], [6.85039, -1.41244, -1.77113], [6.39439, -3.05219, -2.33973], [5.87234, -2.38770, -0.77922], [-2.36414, 7.07884, 3.13571], [-1.07823, 6.36619, 2.74657], [-1.14034, 5.13888, 3.41587], [-0.17837, 4.19660, 3.14622], [0.73495, 4.28349, 2.34349], [-0.19781, 3.06002, 4.15926], [0.70048, 3.33652, 5.08767], [-1.41001, 2.92669, 4.68426], [0.13870, 1.94246, 3.56709], [-2.59773, 7.96258, 2.54195], [-2.37826, 7.39648, 4.17830], [-3.22036, 6.41283, 3.02881], [-0.16867, 6.90581, 3.01039], [-1.05310, 6.29061, 1.65947]],
  "spin_multiplicity": 1,
  "total_energy_ha": -3587.9765
}